1.
{"formula": "C5H4O2", "method": "the ωB97M-V functional and the def2-TZVPD basis", "smiles": "C1=C[C@H]2[C@@H]3O[C@@]23O1", "homo_lumo_gap_ev": 9.922, "fmax_ev_per_a": 0.82, "species": ["C", "C", "C", "C", "O", "C", "O", "H", "H", "H", "H"], "xyz": [[0.160, 0.446, -1.427], [1.027, -0.219, -0.643], [0.304, -0.777, 0.544], [-0.292, 0.287, 1.405], [-1.818, -0.163, 1.338], [-1.028, -0.109, 0.256], [-1.139, 0.484, -0.966], [0.309, 0.955, -2.370], [2.075, -0.371, -0.873], [0.498, -1.785, 0.915], [-0.097, 1.253, 1.821]], "forces_ev_per_angstrom": [[0.28, -0.03, 0.00], [-0.09, 0.13, -0.10], [-0.23, -0.31, -0.13], [-0.70, 0.16, 0.39], [0.57, -0.05, 0.26], [0.41, -0.05, -0.37], [-0.01, -0.05, -0.03], [0.00, -0.10, 0.16], [-0.23, 0.05, 0.01], [-0.07, 0.11, -0.14], [0.07, 0.14, -0.06]], "mulliken_charge": [-0.3165, -0.3479, -0.3071, -0.2796, -0.4517, 0.5777, -0.3436, 0.4153, 0.3613, 0.3806, 0.3114]}


2.
{"formula": "C5H4O2", "method": "the ωB97M-V functional and the def2-TZVPD basis", "homo_lumo_gap_ev": 8.016, "fmax_ev_per_a": 4.52, "species": ["C", "C", "C", "C", "C", "O", "O", "H", "H", "H", "H"], "xyz": [[-2.359, 0.964, 0.277], [-0.477, -0.874, -0.172], [0.308, 0.328, -0.370], [-1.244, 0.161, 0.048], [1.774, 0.318, 0.508], [-3.497, 0.610, -0.046], [2.553, 1.225, 0.110], [-2.103, 1.972, 0.585], [-0.463, -2.008, -0.128], [0.503, 0.691, -1.352], [3.417, 1.072, 0.622]], "forces_ev_per_angstrom": [[-2.96, 0.03, -0.96], [-1.63, -1.95, 0.19], [2.31, 0.28, 1.76], [4.23, -1.52, -0.47], [-4.09, -1.74, 0.30], [1.49, 0.70, 0.80], [2.41, 1.03, 0.08], [-0.32, 0.56, 0.50], [0.15, 1.74, -0.09], [-0.09, 0.32, -0.99], [-1.50, 0.54, -1.12]], "mulliken_charge": [0.0073, -0.2128, -0.1896, 0.1865, -0.4590, -0.4727, -0.2600, 0.3093, 0.3099, 0.3093, 0.4717]}


3.
{"formula": "C5H4O2", "method": "the ωB97M-V functional and the def2-TZVPD basis", "smiles": "O=c1cccco1", "homo_lumo_gap_ev": 9.112, "fmax_ev_per_a": 1.50, "species": ["O", "C", "C", "C", "C", "C", "O", "H", "H", "H", "H"], "xyz": [[2.152, -1.396, -0.110], [1.177, -0.709, -0.071], [1.025, 0.737, 0.008], [-0.206, 1.301, -0.097], [-1.378, 0.507, -0.234], [-1.280, -0.825, -0.045], [-0.123, -1.478, -0.063], [1.923, 1.342, 0.129], [-0.343, 2.374, 0.022], [-2.362, 0.935, -0.342], [-2.166, -1.369, 0.283]], "forces_ev_per_angstrom": [[-0.47, 0.53, 0.00], [-0.62, -0.87, -0.05], [-0.30, -0.10, -0.19], [0.23, -0.07, -0.10], [-0.18, -0.09, 0.27], [-0.03, 0.49, 0.05], [0.98, 0.99, 0.55], [-0.21, -0.38, 0.06], [0.24, -0.13, -0.25], [0.01, 0.17, 0.29], [0.34, -0.53, -0.63]], "mulliken_charge": [-0.5178, 0.4622, -0.5108, -0.0115, -0.4932, -0.0379, -0.2945, 0.3504, 0.3677, 0.3407, 0.3446]}


4.
{"formula": "C5H4O3", "method": "the ωB97M-V functional and the def2-TZVPD basis", "smiles": "C=C1OC(=O)CC1=O", "homo_lumo_gap_ev": 10.124, "fmax_ev_per_a": 8.36, "species": ["C", "C", "O", "C", "O", "C", "C", "O", "H", "H", "H", "H"], "xyz": [[0.669, -0.063, -2.239], [0.460, 0.095, -1.018], [1.236, -0.562, 0.143], [0.255, -0.807, 1.168], [0.652, -1.558, 1.976], [-1.011, 0.189, 1.017], [-0.797, 0.802, -0.301], [-1.333, 1.883, -0.745], [-0.226, 0.193, -2.905], [1.599, -0.563, -2.622], [-2.293, 0.045, 0.882], [-0.972, 0.935, 1.895]], "forces_ev_per_angstrom": [[0.47, -1.03, -5.70], [-1.83, 0.05, 8.16], [-3.67, 2.11, -2.23], [1.00, 0.84, -1.71], [-1.23, -0.49, 1.54], [-2.18, 0.25, 0.82], [0.91, 4.77, -2.96], [2.01, -5.10, 1.68], [1.89, 0.05, 0.67], [-1.29, 0.49, 0.25], [3.79, -0.90, 0.95], [0.13, -1.04, -1.46]], "mulliken_charge": [-0.6256, 0.4132, -0.3423, 0.4340, -0.4561, -0.3134, 0.3814, -0.5422, 0.2256, 0.2870, 0.2758, 0.2627]}


5.
{"formula": "C5H4O4Ru", "method": "the ωB97M-V functional and the def2-TZVPD basis", "multiplicity": 7, "total_charge": 2, "s_squared": 12.02, "homo_lumo_gap_ev": [4.961, 4.428], "fmax_ev_per_a": 7.19, "species": ["C", "C", "H", "H", "O", "C", "O", "O", "Ru", "C", "C", "O", "H", "H"], "xyz": [[1.475, -0.843, -0.036], [1.094, -1.795, -0.773], [0.669, -2.639, -1.303], [1.688, 0.811, 0.217], [3.240, -0.003, 1.647], [3.145, 1.292, 1.390], [4.039, 2.078, 1.706], [2.165, 1.616, 0.625], [4.474, 3.939, 1.630], [5.048, -1.329, 2.604], [4.099, -0.458, 2.831], [5.643, -1.753, 1.520], [4.096, 0.270, 3.636], [6.231, -1.098, 1.115]], "forces_ev_per_angstrom": [[-0.85, 0.30, -1.08], [0.02, -0.61, 0.26], [0.11, 0.30, 0.06], [-0.12, -1.48, 0.37], [1.07, 1.75, 1.50], [-3.48, -5.72, -2.62], [2.23, 2.40, 1.47], [1.47, 2.20, 0.95], [0.02, 0.55, -0.07], [0.70, 0.91, -0.84], [0.14, 1.16, -0.76], [-0.61, -0.98, 0.34], [-0.71, -0.79, 0.27], [0.00, 0.02, 0.14]], "mulliken_charge": [-0.2862, -0.0611, 0.4181, 0.3797, -0.2303, 0.8918, -0.6315, -0.3624, 1.6140, 0.1782, -0.2927, -0.3615, 0.3813, 0.3626]}


6.
{"formula": "C5H4O5Pb", "method": "the ωB97M-V functional and the def2-TZVPD basis", "total_charge": 2, "homo_lumo_gap_ev": 7.866, "fmax_ev_per_a": 5.99, "species": ["O", "C", "Pb", "O", "C", "C", "O", "C", "O", "C", "O", "H", "H", "H", "H"], "xyz": [[0.374, -3.240, -1.035], [0.839, -2.233, -0.783], [2.157, -0.198, -0.062], [-3.140, -0.100, -3.093], [-2.296, -0.196, -2.335], [3.100, -0.085, -2.238], [3.772, -0.010, -3.160], [0.826, 1.885, -0.664], [0.376, 2.913, -0.869], [-1.274, 0.507, 2.311], [-0.254, -0.476, 1.922], [-2.034, 0.456, 1.512], [-0.835, 1.503, 2.517], [-1.724, 0.162, 3.249], [0.112, -0.889, 2.728]], "forces_ev_per_angstrom": [[1.29, 2.95, 0.80], [-1.71, -3.33, -1.10], [-0.46, -0.16, 2.98], [1.73, -0.22, 1.61], [-1.64, 0.22, -1.58], [3.00, 0.36, -5.18], [-2.37, -0.27, 3.25], [-1.79, 3.74, -1.01], [1.39, -3.35, 0.72], [-0.05, -0.50, 0.28], [0.90, 0.17, -0.01], [0.43, 0.46, 0.46], [-0.26, -0.51, -0.50], [-0.06, 0.10, -0.28], [-0.39, 0.32, -0.43]], "mulliken_charge": [0.0005, 0.2384, 1.2075, -0.1188, 0.1192, 0.2275, 0.0191, 0.2131, -0.0006, -0.6075, -0.4527, 0.2394, 0.2657, 0.3366, 0.3125]}


7.
{"formula": "C5H4OS", "method": "the ωB97M-V functional and the def2-TZVPD basis", "homo_lumo_gap_ev": 6.329, "fmax_ev_per_a": 4.55, "species": ["C", "C", "C", "C", "C", "O", "S", "H", "H", "H", "H"], "xyz": [[0.656, -1.260, -0.012], [1.091, 0.023, -0.001], [-0.699, -1.583, -0.006], [-1.247, 0.745, 0.012], [0.154, 1.186, 0.005], [-1.546, -2.399, 0.008], [-2.646, 1.492, -0.005], [1.373, -2.074, -0.017], [2.148, 0.236, 0.014], [0.374, 1.816, 0.877], [0.341, 1.820, -0.876]], "forces_ev_per_angstrom": [[2.27, 0.32, -0.01], [-0.77, -0.82, 0.00], [-3.72, 2.61, 0.10], [0.03, -2.74, -0.04], [0.04, 0.42, -0.06], [1.46, 0.40, -0.05], [0.30, -0.01, 0.03], [0.10, -0.05, 0.01], [0.20, -0.11, -0.04], [0.01, 0.03, -0.05], [0.09, -0.05, 0.13]], "mulliken_charge": [-0.3672, -0.1628, 0.2209, -0.2476, -0.1280, -0.3417, -0.2865, 0.3779, 0.4249, 0.2549, 0.2552]}


8.
{"formula": "C5H4OS", "method": "the ωB97M-V functional and the def2-TZVPD basis", "smiles": "S=c1ccocc1", "homo_lumo_gap_ev": 8.037, "fmax_ev_per_a": 1.66, "species": ["S", "C", "C", "C", "O", "C", "C", "H", "H", "H", "H"], "xyz": [[2.657, 0.619, 0.766], [1.138, 0.242, 0.298], [-0.013, 0.990, 0.805], [-1.259, 0.652, 0.456], [-1.538, -0.306, -0.488], [-0.496, -1.004, -0.936], [0.803, -0.807, -0.602], [0.101, 1.737, 1.561], [-2.147, 1.071, 0.888], [-0.807, -1.693, -1.700], [1.560, -1.501, -1.048]], "forces_ev_per_angstrom": [[0.40, -0.01, 0.04], [0.07, 0.89, 0.62], [-0.31, -0.91, -0.25], [0.20, -0.36, -0.47], [-0.08, 0.68, 0.97], [0.95, -0.08, -0.67], [-0.50, -1.30, -0.90], [0.29, 0.31, 0.19], [-0.27, 0.15, -0.11], [-0.03, -0.36, 0.01], [-0.72, 0.99, 0.57]], "mulliken_charge": [-0.3191, 0.2976, -0.3861, -0.2387, -0.3145, -0.1562, -0.3147, 0.3765, 0.3738, 0.3718, 0.3096]}